(1)
Formula: C6H11NO
Source: the OMol25 dataset
Level of theory: the ωB97M-V functional and the def2-TZVPD basis

Geometry as XYZ:
```
19
Properties=species:S:1:pos:R:3:lowdin_charge:R:1
C 1.420 0.238 0.065 -0.143
O -1.653 -0.940 0.847 -0.001
H -0.247 -0.873 -2.654 0.107
H -0.034 -2.275 0.805 0.155
H -1.949 -1.437 1.548 0.066
H 0.241 -0.775 1.552 0.069
C 0.244 -0.495 -0.508 -0.417
C -0.649 -0.825 -1.647 0.067
H 0.645 1.342 1.854 0.127
H 0.315 1.164 -1.739 0.148
C -0.322 -1.177 0.780 -0.235
H -1.490 -1.343 -1.444 0.068
H 1.247 2.407 0.490 0.098
H 2.057 0.526 -0.833 0.132
N -0.658 1.590 -0.123 0.000
C 0.671 1.484 0.710 -0.136
C -0.391 0.581 -1.112 -0.332
H 1.924 -0.379 0.803 0.098
H -1.372 1.187 0.606 0.129
```

As for the LUMO energy: 0.69 eV. For the largest force on an atom, the calculation gives 5.3 eV/A. The charge is 0. As for the SMILES: OC[C@]12CCN[C@@H]1C2. The relative energy (zero: lowest compared OMol25 entry of this formula, charge and spin) comes out at 6.002 eV.

=====

(2)
Formula: C6H11NO2
Source: the OMol25 dataset
Level of theory: the ωB97M-V functional and the def2-TZVPD basis

Geometry as XYZ:
```
20
Properties=species:S:1:pos:R:3:lowdin_charge:R:1
H -1.400 -0.216 2.396 0.051
C -1.334 -0.652 -0.952 -0.010
H 1.659 2.583 -2.466 0.111
C 0.801 0.873 -1.718 -0.418
O 0.955 0.181 -2.706 0.020
H 0.825 -2.249 1.807 0.077
H 1.626 0.173 0.728 0.116
H -1.484 -1.606 -0.456 0.081
C -0.260 0.188 -0.309 -0.497
H 1.295 -1.270 -0.340 0.118
C 0.248 -1.341 1.652 -0.103
H -2.279 -0.119 -1.024 0.091
H -0.826 -1.584 3.442 0.054
H -0.496 1.319 1.261 0.094
H 1.118 2.663 -0.804 0.091
O -0.763 1.293 0.335 0.006
H -1.035 -0.883 -1.976 0.080
C -0.704 -1.036 2.515 -0.026
N 1.171 2.175 -1.681 0.153
C 0.883 -0.493 0.295 -0.090
```

As for the LUMO energy: 0.69 eV. For the largest force on an atom, the calculation gives 5.7 eV/A. The charge is 0. As for the SMILES: C=CC[C@@](C)(O)C(N)=O. The relative energy (zero: lowest compared OMol25 entry of this formula, charge and spin) comes out at 2.711 eV.

=====

(3)
Formula: C6H11NO2
Source: the OMol25 dataset
Level of theory: the ωB97M-V functional and the def2-TZVPD basis

Geometry as XYZ:
```
20
Properties=species:S:1:pos:R:3:lowdin_charge:R:1
H -2.347 0.903 1.524 0.109
O 0.464 1.925 0.458 -0.048
H 0.466 -2.171 1.920 0.090
C -1.436 1.243 -0.895 -0.006
H 0.546 -1.656 -1.636 0.085
H -0.929 1.483 2.401 0.124
H -2.160 0.431 -0.799 0.074
H 0.191 -2.912 -0.428 0.081
N -1.398 1.244 1.539 0.177
C 1.619 0.373 -0.172 -0.118
H -0.714 0.993 -1.673 0.084
C 0.223 -1.830 -0.607 -0.067
C 1.126 -1.132 0.391 -0.346
C 2.397 0.840 -0.996 0.073
H -0.814 -1.506 -0.476 0.066
H 2.071 -1.683 0.455 0.124
H 2.827 1.094 -1.942 0.023
O 0.541 -1.229 1.706 -0.072
C -0.711 1.429 0.401 -0.548
H -1.961 2.162 -1.172 0.094
```

As for the LUMO energy: 0.74 eV. For the largest force on an atom, the calculation gives 4.5 eV/A. The charge is 0. As for the SMILES: C#C[C@H](C)O.CC(N)=O. The relative energy (zero: lowest compared OMol25 entry of this formula, charge and spin) comes out at 4.823 eV.

=====

(4)
Formula: C6H11NO2S
Source: the OMol25 dataset
Level of theory: the ωB97M-V functional and the def2-TZVPD basis

Geometry as XYZ:
```
21
Properties=species:S:1:pos:R:3:mulliken_spin:R:1
C -2.244 0.660 1.238 0.449
H -1.415 -2.000 -1.537 0.018
C 3.709 -0.471 -1.305 0.002
H 3.600 -1.457 -1.496 -0.001
H -0.896 -2.505 0.216 0.036
H -3.099 2.555 1.892 0.021
N 0.369 -0.350 -1.060 0.089
H -1.424 2.257 2.328 0.012
C -1.041 0.591 0.543 -0.040
H -0.338 1.394 0.617 -0.002
H 4.649 -0.445 -0.859 0.002
H 0.601 -1.131 -1.695 -0.012
C -0.764 -0.394 -0.272 0.387
H 3.613 0.235 -2.084 -0.001
C -2.375 1.849 2.170 0.122
H -2.814 1.499 3.125 0.019
C -1.414 -1.696 -0.448 -0.003
O 1.265 0.697 -1.088 -0.018
S 2.665 0.327 -0.039 0.051
H -2.413 -1.633 0.058 0.013
O -3.144 -0.079 1.090 0.853
```

As for the LUMO energy (spin up / spin down): 0.70 / -2.33 eV. For the largest force on an atom, the calculation gives 9.2 eV/A. The charge is 0. The relative energy (zero: lowest compared OMol25 entry of this formula, charge and spin) comes out at 2.802 eV. The spin multiplicity is 3. As for the expectation value of S²: 2.03.

=====

(5)
Formula: C6H11NO3S
Source: the OMol25 dataset
Level of theory: the ωB97M-V functional and the def2-TZVPD basis

Geometry as XYZ:
```
22
Properties=species:S:1:pos:R:3:lowdin_charge:R:1
C 1.975 1.124 -0.897 -0.337
H 0.252 0.854 3.086 0.091
O -0.829 1.954 1.432 -0.109
H 0.376 0.511 -2.421 0.042
H 2.033 -0.182 -2.657 0.068
H 3.006 0.786 -0.816 0.070
C -0.024 -0.952 0.190 -0.495
H 1.762 1.522 -3.025 0.078
O 1.345 -1.169 0.529 -0.324
C -0.520 -2.875 -1.057 0.003
C -2.656 0.958 2.347 0.108
C 1.440 0.680 -2.355 -0.106
N -1.375 1.215 2.216 -0.437
H -3.438 1.459 1.856 0.077
H -2.792 0.292 3.199 0.097
S 0.918 0.454 0.518 1.108
C -0.550 -1.520 -0.981 -0.244
H -0.101 -3.309 -0.111 0.072
H -0.966 -3.534 -1.808 0.052
H 1.850 2.191 -0.679 0.063
H -1.058 -1.016 -1.727 0.069
O -0.647 0.558 3.161 0.053
```

As for the LUMO energy (spin up / spin down): 0.29 / 0.29 eV. For the largest force on an atom, the calculation gives 3.8 eV/A. The charge is 0. The relative energy (zero: lowest compared OMol25 entry of this formula, charge and spin) comes out at 10.009 eV.

=====

(6)
Formula: C6H11NOSe
Source: the OMol25 dataset
Level of theory: the ωB97M-V functional and the def2-TZVPD basis

Geometry as XYZ:
```
20
Properties=species:S:1:pos:R:3:lowdin_charge:R:1
Se 1.647 0.930 0.109 0.963
H 0.168 -0.810 2.106 0.138
C -0.291 0.366 -0.281 -0.606
C -1.248 1.147 0.623 -0.580
H 0.451 -2.461 1.440 0.105
H 0.027 -1.765 -0.894 0.132
H -1.300 0.074 -2.042 0.088
H 2.638 -0.530 1.804 0.047
H 2.625 -1.330 0.095 0.053
C -0.674 0.867 -1.657 -0.099
C -0.324 -1.171 -0.037 -0.221
H -1.106 1.842 -1.610 0.065
C 0.493 -1.397 1.158 -0.255
H -1.380 -1.437 0.116 0.130
C 2.036 -0.835 0.916 -0.416
H 0.249 0.830 -2.237 0.063
O -1.906 0.564 1.446 0.063
H -0.530 2.847 0.002 0.056
H -1.818 2.978 1.194 0.105
N -1.199 2.498 0.607 0.170
```

As for the LUMO energy: 0.70 eV. For the largest force on an atom, the calculation gives 4.1 eV/A. The charge is 0. As for the SMILES: C[C@@]1(C(N)=O)CCC[Se]1. The relative energy (zero: lowest compared OMol25 entry of this formula, charge and spin) comes out at 1.096 eV.

=====

(7)
Formula: C6H11NS
Source: the OMol25 dataset
Level of theory: the ωB97M-V functional and the def2-TZVPD basis

Geometry as XYZ:
```
19
Properties=species:S:1:pos:R:3:lowdin_charge:R:1
N -0.117 2.386 -1.154 0.165
H 1.738 -1.656 1.430 0.014
C -1.051 -0.453 0.475 -0.271
H -0.480 -1.475 0.272 0.126
H 0.063 -1.662 2.272 0.004
H -2.205 -0.826 -1.325 0.068
C 0.495 1.576 -1.682 -0.290
H -3.277 -0.399 0.230 0.114
H -2.318 0.698 -0.628 -0.001
C -0.473 0.520 1.176 -0.551
S 1.012 0.409 2.087 0.796
H 1.518 -1.528 3.212 -0.012
H 1.401 0.804 -3.318 0.067
H 1.629 -0.282 -1.882 0.127
H 2.530 1.335 -2.088 0.074
H -0.883 1.489 1.303 0.044
C 1.596 0.839 -2.260 -0.069
C 1.109 -1.492 2.269 -0.290
C -2.289 -0.282 -0.388 -0.113
```

As for the LUMO energy: 0.69 eV. For the largest force on an atom, the calculation gives 4.0 eV/A. The charge is 0. As for the SMILES: C/C=C/SC.CC#N. The relative energy (zero: lowest compared OMol25 entry of this formula, charge and spin) comes out at 2.233 eV.

=====

(8)
Formula: C6H11NS
Source: the OMol25 dataset
Level of theory: the ωB97M-V functional and the def2-TZVPD basis

Geometry as XYZ:
```
19
Properties=species:S:1:pos:R:3:lowdin_charge:R:1
H -0.735 -2.657 -0.295 0.095
H -2.275 0.312 0.610 0.085
C 0.856 0.376 -1.328 -0.372
C -0.274 -0.736 0.345 -0.540
C -0.354 0.505 -0.449 -0.490
H 1.340 -1.425 1.787 0.070
C -0.345 1.846 0.232 -0.080
C 0.923 -0.544 1.291 -0.295
H 1.218 1.264 -1.835 0.075
S 2.159 0.042 -0.052 0.824
H 0.676 2.116 0.566 0.065
N -0.075 -1.899 -0.491 0.036
C -1.636 -0.241 -0.034 0.027
H 0.859 -2.303 -0.415 0.075
H -2.186 -0.890 -0.721 0.110
H 0.864 -0.482 -1.954 0.050
H 0.798 0.204 2.052 0.061
H -0.720 2.642 -0.438 0.091
H -1.092 1.871 1.129 0.114
```

As for the LUMO energy: 0.91 eV. For the largest force on an atom, the calculation gives 2.3 eV/A. The charge is 0. As for the SMILES: C[C@@]12CSC[C@@]1(N)C2. The relative energy (zero: lowest compared OMol25 entry of this formula, charge and spin) comes out at 2.566 eV.